Below is a structure of composition C45H46N4O3P3S5Y at a distorted geometry, with properties calculated with ωB97M-V/def2-TZVPD.

```
107
Properties=species:S:1:pos:R:3
Y -0.67014 -0.43373 -0.87477
S -1.51209 -3.17154 -0.51624
S 0.69233 -0.21459 -8.86437
S -1.30939 1.74464 2.40872
S 2.50845 -0.64898 -1.68094
S -3.01149 -3.03868 0.89646
P -3.31696 -0.98798 0.55582
P 2.33950 -0.38523 0.27413
P 0.39602 0.76084 2.28500
O -4.58071 -0.92961 -0.47303
O -1.34238 2.37294 -1.11016
O -4.08617 -0.60875 1.90125
N -0.36864 0.65931 -7.97339
N -1.75628 0.31634 -3.29465
N 1.18283 -1.27342 -7.71561
N -0.07422 -1.78266 -3.02541
C -4.48478 -1.44108 -1.80584
C 5.52696 0.96385 2.53176
C 0.79371 2.49053 -2.27196
C -1.15879 0.60024 -5.64896
C -0.14146 -1.17514 -4.24957
C -2.05802 1.64468 -5.75488
C 1.75011 1.82819 4.55035
C -0.33706 3.24536 -1.61675
C -0.36011 0.14641 -6.75837
C 0.67801 -2.86184 -2.89912
C 5.66962 2.00692 0.37727
C -0.02341 -2.90645 5.08191
C -3.56150 2.32568 -0.07734
C 1.36231 -1.18180 4.14519
C 4.04000 -3.85304 1.68631
C 3.86937 0.46895 0.84557
C -2.63544 1.28909 -3.46421
C 4.37844 0.30064 2.13196
C 1.43664 -3.41063 -3.93185
C -0.94978 -1.32805 3.52924
C 0.53243 -0.96848 -6.60851
C 1.61280 1.81781 3.16463
C 0.63451 -1.65697 -5.34952
C 2.26759 2.79196 2.41614
C 2.59643 2.74029 5.16367
C 6.17530 1.82222 1.65623
C 0.28065 -0.69145 3.41775
C -2.41361 3.16244 -0.59799
C 1.43253 -2.77689 -5.16147
C 1.20585 -2.27171 4.98605
C 4.53014 1.32655 -0.02799
C -5.34697 0.38446 3.62500
C 1.48930 -2.85274 1.29186
C 1.65701 -4.13810 1.78439
C -5.28216 0.13532 2.13081
C 2.58867 -2.05406 1.00868
C 2.93286 -4.62808 2.00839
C -2.83039 1.99057 -4.65067
C -1.01595 -0.07460 -4.39011
C -1.10081 -2.44004 4.34260
C 3.28668 3.67424 4.40262
C 0.87814 0.50003 0.62899
C 3.87123 -2.57630 1.17472
C -5.71304 -0.98017 -2.56329
C 3.10054 3.71409 3.02876
H 2.05013 -2.63400 5.56034
H -5.67700 -1.32986 -3.59516
H -2.02804 3.78134 0.21887
H -6.60835 -1.37838 -2.08429
H 1.18606 1.13037 5.15544
H -3.56791 -1.08862 -2.28572
H -5.33997 -0.57010 4.15114
H 2.70533 2.73330 6.24184
H -5.24778 1.07531 1.57745
H 2.03129 -4.29537 -3.75603
H 0.04786 3.85989 -0.79351
H 0.49316 -2.48155 1.10786
H -3.20490 1.71735 0.75124
H -5.77213 0.10912 -2.56184
H 1.32142 1.88329 -1.54150
H -0.13661 -3.76789 5.72947
H -6.13439 -0.44792 1.77786
H -4.43559 -2.53168 -1.76237
H -6.24889 0.93563 3.89408
H 3.88204 -0.37129 2.81970
H 2.32934 -0.70455 4.05640
H 4.15741 1.43489 -1.03929
H -2.06280 -2.93382 4.40062
H 7.07739 2.33554 1.96670
H -4.34734 2.98950 0.28742
H -3.56284 2.78455 -4.69672
H 6.17264 2.67324 -0.31355
H -1.79829 -0.92873 2.99531
H -2.15356 2.16785 -6.69769
H 3.06827 -5.62215 2.41809
H 2.10953 2.81267 1.34464
H -3.98644 1.68292 -0.84817
H 5.03915 -4.25093 1.81908
H -3.23471 1.54212 -2.60018
H 0.78560 -4.74359 2.00022
H -0.80812 3.91355 -2.35078
H 0.69392 -3.32213 -1.91696
H -4.46986 0.95531 3.93046
H 1.49716 3.20774 -2.69763
H 2.03620 -3.13437 -5.98600
H 5.90922 0.82017 3.53528
H 4.73073 -1.98628 0.88462
H -2.76484 3.81932 -1.40565
H 3.61550 4.45661 2.43120
H 0.43616 1.84289 -3.07694
H 3.95963 4.37700 4.87950
```

lowest unoccupied orbital energy (spin up / spin down): 2.06 / 2.24 eV
molecular weight: 1033.05 Da
net charge: -1
multiplicity: 2
E_HOMO (spin up / spin down): -0.09514 / -0.18564 hartree
ΔE to the lowest compared entry with this formula, charge and spin: 3.492 eV
gap between HOMO and LUMO (spin up / spin down): 4.6 / 7.3 eV